[1]
Density functional theory data (ωB97M-V/def2-TZVPD) for a 3-piece molecular cluster, C3H10O3S overall in a non-equilibrium geometry.

The charge is -2. As for the energy above the lowest of the compared OMol25 structures with the same formula, charge and spin: 70.4 kJ/mol. The value obtained for the strongest force on any atom is 1.01 eV Å⁻¹.

CARTESIAN COORDINATES (ANGSTROEM)
C: -0.190 -0.141 -0.177
O: -0.931 -1.173 -0.804
C: 1.185 -0.611 0.318
C: 2.128 0.536 0.700
S: 1.807 1.444 2.271
H: -0.755 0.254 0.669
H: -0.033 0.630 -0.952
H: 0.944 -1.250 1.176
H: 1.649 -1.256 -0.438
H: 3.135 0.105 0.744
H: 2.107 1.251 -0.129
H: -2.076 -0.430 -3.126
H: -0.878 0.462 -3.186
O: -1.596 0.150 -3.740
H: -1.836 -1.454 -0.326
H: -3.022 -1.642 1.003
O: -3.232 -1.787 0.070

How is the electron density shared among the atoms? According to natural (NBO), the charges in e are: atom 1 (C): -0.041, atom 2 (O): -0.852, atom 3 (C): -0.429, atom 4 (C): -0.514, atom 5 (S): -0.770, atom 6 (H): 0.173, atom 7 (H): 0.101, atom 8 (H): 0.190, atom 9 (H): 0.170, atom 10 (H): 0.162, atom 11 (H): 0.162, atom 12 (H): 0.500, atom 13 (H): 0.477, atom 14 (O): -0.980, atom 15 (H): 0.515, atom 16 (H): 0.403, atom 17 (O): -1.265


[2]
Density functional theory data (ωB97M-V/def2-TZVPD) for C19H28InNO2P2 as an isolated structure in a non-equilibrium geometry.

The charge is +2. The value obtained for the strongest force on any atom is 2.03 eV Å⁻¹.

CARTESIAN COORDINATES (ANGSTROEM)
In: -0.038 0.247 0.214
P: -2.362 0.491 -0.684
C: -2.237 1.332 -2.338
C: -0.827 1.532 -2.840
N: 0.243 1.255 -2.079
C: 1.473 1.521 -2.533
C: 1.619 2.218 -3.725
C: 0.528 2.493 -4.548
C: -0.729 2.077 -4.122
C: 2.689 1.122 -1.704
P: 2.323 -0.288 -0.587
H: -1.640 2.175 -4.704
H: 2.629 2.504 -3.981
H: 0.644 2.998 -5.492
H: 3.500 0.838 -2.389
H: 3.042 1.978 -1.103
H: -2.760 0.739 -3.101
H: -2.680 2.342 -2.312
H: -1.267 -3.220 -4.026
O: -1.380 -3.493 -4.941
H: -2.156 -2.935 -5.205
H: -0.014 -4.759 0.070
O: -0.207 -4.066 -0.607
H: 0.474 -4.199 -1.307
C: 2.714 -1.744 -1.605
H: 3.739 -1.619 -1.977
H: 2.659 -2.655 -0.992
H: 2.042 -1.840 -2.470
C: 3.583 -0.245 0.718
H: 3.552 -1.198 1.265
H: 4.572 -0.115 0.259
H: 3.396 0.577 1.421
C: -3.278 1.784 0.225
H: -4.274 1.905 -0.220
H: -3.378 1.478 1.272
H: -2.722 2.728 0.174
C: -3.436 -0.983 -0.650
H: -3.626 -1.145 0.423
H: -4.396 -0.831 -1.163
H: -2.925 -1.872 -1.052
C: 0.171 1.255 2.043
C: 0.118 1.391 3.268
C: 0.098 1.409 4.675
C: -1.008 1.923 5.375
C: -1.080 1.823 6.764
C: -0.021 1.237 7.480
C: 1.096 0.738 6.793
C: 1.161 0.842 5.407
H: -1.816 2.373 4.798
H: -1.971 2.173 7.286
H: -0.087 1.130 8.560
H: 1.908 0.241 7.333
H: 2.017 0.466 4.844

How is the electron density shared among the atoms? According to natural (NBO), the charges in e are: atom 1 (In): 1.233, atom 2 (P): 0.934, atom 3 (C): -0.747, atom 4 (C): 0.244, atom 5 (N): -0.542, atom 6 (C): 0.229, atom 7 (C): -0.219, atom 8 (C): -0.095, atom 9 (C): -0.222, atom 10 (C): -0.758, atom 11 (P): 0.973, atom 12 (H): 0.247, atom 13 (H): 0.245, atom 14 (H): 0.258, atom 15 (H): 0.278, atom 16 (H): 0.287, atom 17 (H): 0.279, atom 18 (H): 0.286, atom 19 (H): 0.448, atom 20 (O): -0.915, atom 21 (H): 0.468, atom 22 (H): 0.495, atom 23 (O): -0.965, atom 24 (H): 0.475, atom 25 (C): -0.941, atom 26 (H): 0.266, atom 27 (H): 0.269, atom 28 (H): 0.265, atom 29 (C): -0.944, atom 30 (H): 0.273, atom 31 (H): 0.270, atom 32 (H): 0.281, atom 33 (C): -0.924, atom 34 (H): 0.271, atom 35 (H): 0.269, atom 36 (H): 0.267, atom 37 (C): -0.934, atom 38 (H): 0.275, atom 39 (H): 0.277, atom 40 (H): 0.274, atom 41 (C): -0.720, atom 42 (C): 0.250, atom 43 (C): -0.245, atom 44 (C): -0.149, atom 45 (C): -0.205, atom 46 (C): -0.151, atom 47 (C): -0.208, atom 48 (C): -0.150, atom 49 (H): 0.219, atom 50 (H): 0.237, atom 51 (H): 0.237, atom 52 (H): 0.237, atom 53 (H): 0.215


| no. | DFT total energy (Ha) |
| --- | --- |
| 1 | -744.1590 |
| 2 | -1818.3004 |